{
  "formula": "C44H30FeI2N10O",
  "method": "ωB97M-V with the def2-TZVPD basis set",
  "species": ["Fe", "C", "C", "C", "C", "C", "N", "C", "C", "C", "C", "C", "C", "C", "C", "N", "C", "N", "C", "N", "C", "N", "C", "N", "C", "N", "C", "C", "C", "C", "C", "C", "C", "C", "C", "C", "C", "C", "C", "C", "N", "H", "H", "H", "H", "H", "H", "H", "H", "H", "H", "H", "H", "H", "H", "H", "H", "I", "C", "I", "H", "H", "C", "N", "N", "C", "O", "C", "C", "C", "C", "C", "C", "C", "C", "C", "H", "H", "H", "H", "H", "H", "H", "H", "H", "H", "H", "H"],
  "positions_angstrom": [[-0.896, 1.121, 0.628], [-6.092, 4.521, -1.416], [-6.447, 4.474, -0.055], [-5.652, 3.840, 0.872], [-4.494, 3.246, 0.409], [-3.443, 2.526, 1.115], [-3.447, 2.400, 2.461], [-2.385, 1.899, 3.111], [-2.317, 1.787, 4.539], [-3.235, 2.058, 5.539], [-2.841, 1.847, 6.840], [-1.555, 1.379, 7.147], [-0.636, 1.110, 6.162], [-1.027, 1.317, 4.845], [-0.361, 1.141, 3.598], [0.903, 0.702, 3.491], [1.414, 0.355, 2.345], [0.855, 0.304, 1.079], [1.759, -0.392, 0.177], [1.926, 0.335, -1.180], [0.503, 0.312, -1.822], [-0.341, 1.224, -1.318], [-1.274, 1.590, -2.360], [-2.319, 2.332, -2.253], [-2.916, 2.564, -1.077], [-2.541, 2.105, 0.212], [-4.138, 3.292, -0.950], [-4.936, 3.931, -1.882], [-0.879, 0.996, -3.603], [-1.450, 1.077, -4.867], [-0.870, 0.349, -5.877], [0.251, -0.453, -5.631], [0.817, -0.535, -4.364], [0.260, 0.188, -3.359], [3.053, -0.538, 0.947], [4.321, -0.996, 0.620], [5.283, -1.031, 1.612], [5.005, -0.636, 2.927], [3.752, -0.178, 3.271], [2.792, -0.122, 2.273], [-1.215, 1.506, 2.585], [-6.735, 5.023, -2.102], [-7.356, 4.944, 0.265], [-5.909, 3.801, 1.901], [-4.207, 2.417, 5.298], [-3.525, 2.044, 7.638], [-1.288, 1.229, 8.173], [0.341, 0.756, 6.392], [-4.663, 3.961, -2.913], [-2.310, 1.689, -5.024], [-1.278, 0.386, -6.857], [0.677, -1.022, -6.430], [1.651, -1.178, -4.211], [4.587, -1.307, -0.366], [6.267, -1.371, 1.362], [5.777, -0.686, 3.668], [3.509, 0.133, 4.259], [-2.750, -1.433, 1.470], [-3.135, -2.377, -0.390], [-3.319, -1.013, -2.003], [-4.079, -2.933, -0.291], [-2.296, -3.034, -0.598], [3.327, -4.101, -0.593], [2.019, -3.647, -1.007], [2.031, -2.277, -1.222], [1.079, -1.527, -0.448], [0.066, -0.809, -1.284], [0.571, -2.614, 0.417], [1.068, -3.781, 0.027], [0.738, -5.132, 0.539], [2.834, -1.652, -2.103], [3.627, -2.280, -3.066], [4.420, -1.527, -3.914], [4.436, -0.150, -3.852], [3.609, 0.488, -2.920], [2.842, -0.270, -2.069], [4.068, -3.875, -1.371], [3.277, -5.179, -0.479], [3.642, -3.636, 0.353], [-0.190, -2.467, 1.130], [-0.114, -5.072, 1.198], [1.557, -5.565, 1.093], [0.507, -5.784, -0.273], [3.580, -3.349, -3.169], [5.014, -2.029, -4.646], [5.048, 0.424, -4.520], [3.557, 1.544, -2.874], [2.242, 1.291, -0.981]],
  "e_above_lowest_kj_mol": 441.91,
  "lumo_energy_ev": [0.13, -1.11],
  "e_homo_ev": [-5.0, -7.5],
  "multiplicity": 5,
  "e_tot_ev": -113651.163,
  "total_charge": 0,
  "gap_ev": [5.11, 6.36]
}



{
  "formula": "C4H3ClS",
  "method": "ωB97M-V with the def2-TZVPD basis set",
  "species": ["C", "C", "C", "C", "H", "H", "H", "S", "Cl"],
  "positions_angstrom": [[-1.682, -0.847, 0.177], [-0.261, -0.453, 0.174], [0.836, 0.103, -0.249], [2.053, 1.188, -0.080], [-1.661, -1.961, -0.014], [-1.937, -0.812, 1.103], [1.837, 2.218, -0.495], [3.388, 0.532, 0.544], [-2.572, 0.032, -1.160]],
  "e_above_lowest_kj_mol": 186.55,
  "lumo_energy_ev": -0.95,
  "smiles": "S=CC#CCCl",
  "e_homo_ev": -9.1,
  "multiplicity": 1,
  "e_tot_ev": -27549.676,
  "total_charge": 0,
  "gap_ev": 8.15
}



{
  "formula": "C31H73NO12P",
  "method": "ωB97M-V with the def2-TZVPD basis set",
  "species": ["C", "C", "C", "C", "C", "C", "C", "N", "C", "C", "C", "C", "C", "O", "C", "P", "O", "O", "H", "H", "H", "H", "H", "H", "H", "H", "H", "H", "H", "H", "H", "H", "H", "H", "H", "H", "H", "H", "H", "H", "H", "H", "H", "H", "H", "H", "H", "H", "H", "C", "O", "C", "C", "O", "C", "C", "O", "C", "H", "H", "H", "H", "H", "H", "H", "H", "H", "H", "H", "H", "H", "H", "C", "O", "C", "C", "O", "C", "C", "O", "C", "H", "H", "H", "H", "H", "H", "H", "H", "H", "H", "H", "H", "H", "H", "C", "O", "C", "C", "O", "C", "C", "O", "C", "H", "H", "H", "H", "H", "H", "H", "H", "H", "H", "H", "H", "H", "H"],
  "positions_angstrom": [[-1.878, -7.026, 0.759], [-2.000, -5.626, 1.379], [-2.332, -4.522, 0.353], [-1.811, -3.134, 0.797], [-0.958, -2.546, -0.354], [0.304, -1.759, 0.048], [1.030, -2.247, 1.284], [1.362, -3.722, 1.298], [1.733, -4.302, -0.049], [2.570, -5.571, 0.002], [2.353, -6.356, -1.303], [2.601, -5.518, -2.569], [3.394, -6.285, -3.622], [2.752, -7.497, -3.928], [3.541, -8.658, -3.697], [2.546, -3.924, 2.718], [2.297, -5.427, 3.262], [4.011, -3.814, 2.047], [-1.304, -7.646, 1.438], [-1.400, -6.975, -0.214], [-2.873, -7.447, 0.656], [-1.042, -5.394, 1.860], [-2.770, -5.627, 2.146], [-1.927, -4.826, -0.610], [-3.412, -4.509, 0.243], [-2.688, -2.505, 0.909], [-1.334, -3.174, 1.774], [-0.670, -3.279, -1.098], [-1.591, -1.850, -0.897], [0.025, -0.724, 0.237], [0.970, -1.718, -0.808], [1.970, -1.709, 1.394], [0.468, -2.040, 2.186], [0.509, -4.214, 1.585], [2.168, -3.557, -0.698], [0.800, -4.599, -0.516], [3.635, -5.356, 0.071], [2.239, -6.227, 0.807], [1.302, -6.639, -1.302], [2.927, -7.274, -1.302], [1.646, -5.243, -3.011], [3.121, -4.583, -2.361], [3.480, -5.647, -4.502], [4.406, -6.433, -3.237], [4.108, -8.570, -2.770], [2.856, -9.494, -3.636], [4.244, -8.834, -4.511], [2.703, -6.146, 2.744], [4.390, -4.662, 1.747], [3.444, 1.966, -1.100], [2.691, 2.268, -2.253], [1.807, 1.259, -2.692], [0.390, 1.764, -2.892], [-0.291, 2.193, -1.725], [0.148, 3.360, -1.036], [0.014, 4.671, -1.779], [0.881, 4.757, -2.895], [0.270, 5.177, -4.100], [4.400, 1.506, -1.373], [3.649, 2.903, -0.581], [2.900, 1.312, -0.410], [1.789, 0.412, -1.995], [2.179, 0.890, -3.656], [-0.193, 0.914, -3.259], [0.348, 2.518, -3.679], [1.159, 3.223, -0.647], [-0.508, 3.423, -0.163], [0.292, 5.470, -1.080], [-1.029, 4.825, -2.070], [-0.771, 4.849, -4.167], [0.821, 4.727, -4.927], [0.320, 6.265, -4.200], [-4.987, -0.430, -1.873], [-5.136, -0.159, -0.494], [-4.369, 0.941, -0.027], [-5.206, 1.941, 0.751], [-6.207, 2.625, 0.025], [-7.331, 1.910, -0.469], [-8.269, 1.332, 0.571], [-7.680, 0.287, 1.327], [-7.827, 0.406, 2.728], [-4.180, -1.156, -2.027], [-5.919, -0.868, -2.235], [-4.796, 0.478, -2.450], [-3.859, 1.454, -0.849], [-3.598, 0.543, 0.647], [-4.517, 2.721, 1.089], [-5.614, 1.490, 1.658], [-7.022, 1.154, -1.193], [-7.902, 2.654, -1.029], [-9.128, 0.909, 0.036], [-8.634, 2.134, 1.219], [-7.845, 1.451, 3.049], [-6.968, -0.076, 3.196], [-8.738, -0.098, 3.066], [3.655, 7.784, 5.193], [3.989, 6.871, 4.165], [3.369, 5.605, 4.258], [2.686, 5.184, 2.970], [1.578, 5.961, 2.558], [1.784, 7.305, 2.140], [2.587, 7.493, 0.870], [3.945, 7.115, 1.012], [4.426, 6.253, 0.004], [4.354, 7.694, 6.030], [3.731, 8.791, 4.782], [2.632, 7.638, 5.549], [2.646, 5.576, 5.079], [4.151, 4.864, 4.474], [2.276, 4.186, 3.152], [3.411, 5.068, 2.161], [2.178, 7.910, 2.958], [0.779, 7.684, 1.938], [2.566, 8.562, 0.623], [2.107, 6.947, 0.051], [3.639, 5.587, -0.365], [5.213, 5.635, 0.441], [4.851, 6.823, -0.827]],
  "e_above_lowest_kj_mol": 0.00,
  "lumo_energy_ev": -2.65,
  "e_homo_ev": -10.4,
  "multiplicity": 1,
  "e_tot_ev": -68667.755,
  "total_charge": 1,
  "gap_ev": 7.74
}